Record 1
Entry from the OMol25 dataset: the molecule C7H12 (wB97M-V/def2-TZVPD).

The geometry in XYZ format:
```
19
Properties=species:S:1:pos:R:3
C 0.823 -1.672 0.570
C -0.134 -0.505 0.727
C -1.150 -0.576 1.584
C -0.327 0.599 -1.106
C 0.234 0.825 0.131
C 0.320 2.132 0.818
C 0.081 -0.334 -2.222
H 0.469 -2.474 -0.083
H 0.932 -2.156 1.536
H 1.784 -1.309 0.217
H -1.093 -1.468 2.210
H -2.119 -0.114 1.514
H -1.139 1.243 -1.463
H 1.319 2.546 0.896
H -0.144 2.089 1.807
H -0.265 2.923 0.321
H -0.649 -1.140 -2.337
H 1.009 -0.848 -1.981
H 0.051 0.241 -3.138
```

Results
Lowest unoccupied orbital energy (eV): 0.93
SMILES: C=C(C)/C(C)=C\C
Relative energy (zero: lowest compared OMol25 entry of this formula, charge and spin) (kcal per mole): 80.76
Charge: 0
Kohn-Sham gap (Eh): 0.3057

***

Record 2
Entry from the OMol25 dataset: a cluster of 2 separate species, C2H9N4O in total (wB97M-V/def2-TZVPD).

The geometry in XYZ format:
```
16
Properties=species:S:1:pos:R:3
C 1.055 -0.366 0.073
C -1.217 -0.670 -0.749
N 2.276 0.073 -0.337
N 0.704 -0.773 1.258
N -1.554 -1.131 0.373
N 0.119 -0.474 -0.950
O -1.199 1.872 0.249
H -1.986 -0.556 -1.454
H 2.892 0.480 0.306
H 2.456 -0.063 -1.279
H 1.372 -0.861 1.969
H -1.719 2.404 -0.426
H -0.409 -1.173 1.236
H -2.550 -1.103 0.639
H 0.513 -0.187 -1.809
H -0.752 2.528 0.902
```

Results
Lowest unoccupied orbital energy (eV): -2.99
Relative energy (zero: lowest compared OMol25 entry of this formula, charge and spin) (kcal per mole): 39.05
Charge: +1
Kohn-Sham gap (Eh): 0.4212